1.
This record from OMol25 describes a structure of composition C16H21N5O9SSm in a non-equilibrium geometry. The level of theory is ωB97M-V/def2-TZVPD.

XYZ file:
```
53
Properties=species:S:1:pos:R:3:forces:R:3:mulliken_charge:R:1
H -8.13708 4.89879 -0.60013 0.05 0.00 -0.04 0.341
H -7.54981 5.20214 -3.06196 0.07 0.05 -0.02 0.431
C -0.50146 2.90280 0.09484 0.24 -0.15 -0.08 0.310
H 5.39700 -0.55570 0.69631 0.01 0.03 0.00 0.266
O -8.05830 2.64029 -2.50238 0.25 -0.01 -0.04 -0.655
C -5.90214 2.56952 -1.05512 0.19 -0.17 0.22 -0.249
C -6.80025 4.92497 -2.31681 -0.01 0.23 0.15 -0.477
N 4.39176 -0.43116 0.71585 0.18 -0.08 -0.15 0.028
C -5.68817 1.06395 -1.24503 0.20 -0.05 0.24 -1.839
C 3.94596 -0.48973 -1.73789 0.02 -0.02 0.07 -1.300
O 0.72796 2.57132 0.06175 0.68 3.30 0.33 -0.518
N -4.42557 0.59850 -0.63578 -0.12 0.23 -0.12 0.361
H -5.82878 5.30596 -2.63410 -0.06 0.07 0.06 0.348
O 5.76692 -0.41548 2.95459 -0.04 -0.04 0.08 -0.580
H -2.43687 -0.82904 1.50723 0.05 0.03 0.04 0.653
H -5.64568 0.79143 -2.29419 0.01 0.05 -0.11 0.639
O -5.82174 2.88191 -3.60764 -0.11 -0.03 0.01 -0.695
C -2.93101 -0.33603 0.68776 0.46 -0.23 0.03 -0.522
O 4.00771 -0.14770 4.29431 -0.26 0.00 -0.19 -0.502
C -0.83553 4.31108 0.29610 0.02 0.41 0.03 -1.109
Sm 0.08046 0.65355 -0.08556 -1.71 -2.65 -2.05 1.604
H -1.58061 4.62261 -0.43959 0.00 -0.01 0.04 0.278
N 2.30378 -0.22632 0.14495 0.31 -0.27 0.55 -0.349
H -1.33569 4.37173 1.26903 -0.01 0.05 -0.01 0.286
H 3.02552 -0.04748 4.18708 0.07 0.00 0.09 0.471
O -5.00668 -0.97231 2.46749 -0.10 -0.21 -0.16 -0.571
H -4.95560 3.11264 -0.98872 -0.02 -0.09 0.05 0.410
C 2.40713 -0.17194 1.54547 0.07 -0.21 -0.16 0.576
H -6.50224 0.51810 -0.78907 -0.04 -0.08 0.00 0.410
H -6.43820 5.19096 -0.17732 0.00 0.00 -0.03 0.290
H 0.03479 4.96818 0.27724 -0.04 0.02 0.02 0.351
H -2.48632 0.51492 -3.21640 0.02 -0.01 -0.01 0.356
H 4.65934 0.29238 -1.99744 -0.01 0.01 0.02 0.348
O 1.39794 0.08100 3.64092 0.03 -0.08 0.25 -0.747
C -7.21325 5.38458 -0.91885 -0.07 -0.03 -0.12 -1.157
H -7.39279 6.45878 -0.93368 0.01 -0.02 -0.01 0.381
H -2.26384 2.09262 -2.44260 0.06 0.05 0.00 0.240
H -6.51376 2.76973 -0.17631 0.07 0.02 -0.03 0.556
H -3.84556 1.62614 -3.04916 -0.03 0.02 0.03 0.211
C -3.21576 0.64747 -1.22458 -0.17 -0.03 -0.16 0.758
C 4.58054 -0.29711 3.12430 0.10 0.03 0.07 0.524
C -4.23007 -0.01109 0.58489 -0.62 -0.13 -0.21 -0.053
N -5.25642 -0.19617 1.57595 0.29 0.64 0.53 0.968
C -2.94874 1.25201 -2.56021 0.00 -0.09 0.07 -1.128
H 3.07771 -0.39700 -2.38150 -0.06 0.01 -0.06 0.305
O 0.04739 -0.09547 1.85848 0.88 -0.31 1.20 -0.563
C 3.53405 -0.38353 -0.31230 0.10 0.02 -0.04 0.186
C 3.71909 -0.30004 1.89465 0.06 0.11 -0.03 0.033
N -2.28842 0.08462 -0.45332 -0.29 -0.03 0.01 -0.449
C 1.22685 -0.05600 2.45044 -0.27 -0.05 0.06 0.578
S -6.72012 3.17209 -2.51107 -0.34 -0.10 -0.21 1.189
H 4.41595 -1.45389 -1.93454 -0.01 0.01 0.02 0.339
O -6.22634 0.54026 1.51573 -0.12 -0.22 -0.20 -0.559
```
Positions in Å, forces in eV/Å.

Calculated values
Net charge: +1
2S+1: 6
F_max, hartree/bohr: 0.0732
Lowest unoccupied orbital energy (alpha / beta), eV: -3.65 / -3.48
Orbital gap (alpha / beta), eV: 8.892 / 9.034
ΔE to the lowest compared entry with this formula, charge and spin, kcal/mol: 0.0

=====

2.
This record from OMol25 describes a structure of composition C16H21N6O5OsPS. The level of theory is ωB97M-V/def2-TZVPD.

XYZ file:
```
51
Properties=species:S:1:pos:R:3:forces:R:3:nbo_charge:R:1
C 3.51982 -2.82551 -0.70246 0.02 0.04 0.03 -1.006
S -0.85194 -2.08278 0.06809 -0.26 0.25 -0.03 0.209
O -0.34922 -0.64250 -2.62741 0.16 0.33 -0.30 -0.717
N 0.41019 0.15292 1.32147 0.08 0.15 -0.03 -0.248
H 0.85311 -3.32067 -2.31305 0.03 -0.03 0.02 0.269
C -3.66054 2.53329 -3.64808 0.00 -0.01 -0.11 0.775
H 2.29904 -3.66588 -3.28906 -0.01 -0.01 0.00 0.279
C 1.89364 4.30951 -0.34357 0.01 -0.01 -0.02 -0.107
Os 0.04434 -0.19664 -0.64740 0.28 -0.71 0.00 1.180
C 1.17120 2.22362 0.57718 0.01 0.00 0.01 0.137
C -3.22196 2.37276 -1.15988 0.06 0.01 -0.02 0.100
H 4.45137 -0.29073 -2.36140 0.00 -0.03 0.03 0.275
C 3.84133 -0.98451 -2.93897 0.02 -0.01 0.00 -1.008
H 2.80151 -3.38123 -0.09914 -0.01 -0.01 -0.01 0.268
C 1.09357 2.54102 -1.72710 -0.02 0.00 -0.01 0.078
H 4.48834 -1.73464 -3.39687 0.01 0.03 -0.03 0.280
H 1.74759 4.42461 -2.49362 0.01 -0.01 0.00 0.264
H -0.52726 -2.82341 3.58058 -0.02 -0.01 0.01 0.436
O 1.89338 -0.70288 -1.08671 0.25 -0.05 0.32 -0.997
C 1.68392 3.49856 0.76159 -0.01 -0.04 0.01 -0.188
C 0.91260 1.29506 1.68813 0.04 -0.09 -0.01 0.323
H 4.14019 -2.21186 -0.04995 0.00 0.02 -0.03 0.276
H -2.69799 1.32093 -4.80888 0.02 -0.01 -0.04 0.512
H 1.21199 -2.31812 -3.72371 0.01 0.02 0.00 0.296
H 2.31905 1.73705 3.20974 -0.01 0.01 0.01 0.267
H 2.29189 5.30733 -0.21831 -0.01 0.00 0.00 0.260
C 1.65532 -2.87408 -2.90029 -0.10 0.07 0.02 -1.017
H -1.19644 -3.69939 2.24309 -0.01 0.00 0.00 0.428
H 4.15352 -3.53252 -1.24017 0.00 -0.03 0.03 0.280
N -1.63855 0.84237 -1.01892 -0.31 0.13 0.11 -0.264
N -2.39951 1.71436 -0.33310 0.01 0.05 0.02 -0.301
H 0.86524 2.11174 -2.69516 -0.04 0.00 0.01 0.229
O -3.37037 2.03540 -4.83714 0.01 0.00 0.09 -0.639
H 0.86730 0.89842 3.77880 0.00 -0.01 0.00 0.279
O -1.36549 0.15961 -4.46016 -0.10 0.03 0.04 -0.570
N 0.15835 -0.79739 2.27897 -0.10 -0.07 -0.17 -0.380
C 1.23555 1.65287 3.09326 0.01 -0.02 0.00 -0.697
C -0.40925 -1.86285 1.79761 0.08 -0.04 0.17 0.290
H 3.31588 -0.44280 -3.72576 -0.01 -0.01 0.00 0.276
C -1.19630 0.12336 -3.26454 0.16 -0.15 0.31 0.766
H 1.91485 3.85124 1.75615 0.01 0.00 0.00 0.255
P 2.66256 -1.80667 -1.88869 -0.04 0.11 -0.05 1.937
C -1.96466 0.98536 -2.30959 -0.13 -0.10 -0.24 0.078
H -2.38480 1.73686 0.67537 0.01 -0.02 0.00 0.442
H 0.80208 2.62070 3.34848 0.00 0.00 0.01 0.255
H -3.94121 3.09675 -0.80953 -0.02 -0.02 -0.02 0.282
N -0.72676 -2.88204 2.59354 0.05 0.01 0.00 -0.743
C 1.59444 3.82464 -1.60779 0.02 0.01 0.01 -0.201
N 0.87962 1.76317 -0.66299 -0.07 0.08 -0.23 -0.454
C -2.95946 1.94460 -2.45354 -0.06 0.10 0.06 -0.216
O -4.43246 3.42950 -3.46960 -0.02 -0.01 0.03 -0.526
```
Positions in Å, forces in eV/Å.

Calculated values
Net charge: +2
F_max, hartree/bohr: 0.0149
Lowest unoccupied orbital energy (alpha / beta), eV: -8.68 / -8.75
Orbital gap (alpha / beta), eV: 6.488 / 6.333
ΔE to the lowest compared entry with this formula, charge and spin, kcal/mol: 0.0

=====

3.
This record from OMol25 describes a structure of composition C16H21N7O4PdS in a non-equilibrium geometry. The level of theory is ωB97M-V/def2-TZVPD.

XYZ file:
```
50
Properties=species:S:1:pos:R:3:forces:R:3:nbo_charge:R:1
N -1.31470 -0.03480 -2.24562 -0.49 -0.19 -0.06 -0.478
C 1.43885 -2.40974 -0.11940 -0.08 -0.02 -0.06 -0.108
H 1.22866 2.02191 2.90085 -0.01 -0.05 -0.09 0.225
C -1.10796 -1.38152 -2.75005 0.07 -0.28 -0.08 -0.419
C 0.59381 1.24116 2.50443 0.24 -0.23 0.24 -0.398
Pd -0.16997 1.70270 0.02438 0.84 0.17 -0.32 0.428
C 0.66189 -3.14835 0.75449 -0.43 -0.40 -0.11 -0.285
N -1.69108 -1.57842 0.77174 0.13 -1.14 -0.45 -0.917
H -2.09496 4.12066 0.68983 0.02 -0.19 -0.22 0.356
H 3.08253 -4.97637 2.24494 0.02 -0.06 0.02 0.187
C -0.54334 4.53678 -1.55191 0.25 -0.12 0.48 -0.541
H -1.19640 -2.14047 -1.96269 0.01 0.14 -0.16 0.248
H -3.37612 -0.18339 -2.28193 -0.04 0.02 -0.08 0.172
H -2.66432 -0.38208 -0.65473 -0.11 0.22 -0.30 0.257
N -1.49175 0.58289 1.49107 -0.36 -0.03 -0.14 -0.544
S -1.14197 -3.07391 0.75298 -0.72 -0.62 -0.41 2.306
O -1.58990 -3.85811 1.89524 0.35 0.29 0.04 -0.999
O 0.49232 4.07163 0.54843 0.13 -0.78 0.50 -0.813
O 0.38107 6.20778 -0.07726 -0.04 0.60 -0.01 -0.776
N 4.79561 -3.74195 0.64274 0.31 -0.04 -0.02 -0.817
C 0.19022 4.99461 -0.24196 -0.28 -0.10 -0.99 0.770
H 1.88701 -0.43057 2.93934 -0.05 0.12 -0.05 0.171
H -1.88286 2.77219 -0.20280 -0.75 0.78 0.13 0.336
H 0.98124 -1.67005 -0.75766 -0.02 0.13 -0.10 0.224
C -2.05428 4.47556 -1.30055 0.07 -0.02 -0.23 -0.206
C 1.24768 -4.07675 1.59047 -0.13 0.01 0.02 -0.177
C 2.80967 -2.57632 -0.12855 0.02 -0.10 0.06 -0.276
N 0.87366 0.96277 -1.80045 0.81 0.12 -0.06 -0.521
N 0.14160 -1.06339 2.07777 -0.18 0.43 0.31 -0.603
H 5.31676 -2.94900 0.29354 -0.02 -0.08 0.15 0.366
H 3.42356 -1.98278 -0.79353 0.02 0.07 -0.07 0.203
H -0.18202 3.52341 -1.79251 -0.10 0.30 -0.08 0.210
H 5.18110 -4.09653 1.50689 0.05 0.15 -0.08 0.360
C -2.60209 0.17313 -1.60010 -0.27 0.15 0.30 -0.419
N -2.43759 3.66185 -0.15601 0.01 -0.40 0.27 -0.842
C 3.41175 -3.50342 0.71971 -0.21 -0.11 -0.02 0.138
H -1.86991 -1.58797 -3.50704 0.04 0.01 -0.05 0.177
O -1.52750 -3.66076 -0.52966 0.14 0.13 0.19 -1.010
C 2.61893 -4.25333 1.58317 0.20 0.10 -0.14 -0.284
C -0.24823 0.58089 -1.72231 -0.26 0.23 -0.23 0.333
C -0.71171 1.53233 2.03326 -0.14 0.45 0.78 -0.036
H -0.12233 -1.43610 -3.21038 0.01 -0.03 -0.05 0.195
H 0.60531 -4.63880 2.25077 0.00 -0.04 0.11 0.238
C -0.98708 -0.67910 1.44744 0.62 0.13 0.87 0.559
H -0.32607 5.21168 -2.38387 0.04 0.06 0.06 0.191
H -1.21871 2.44947 2.34059 0.17 -0.05 -0.20 0.205
H -2.56055 4.05249 -2.18352 0.09 0.20 0.07 0.161
H -2.44139 5.48869 -1.13893 0.01 -0.06 -0.10 0.176
H -2.74960 1.24345 -1.42014 -0.03 -0.26 -0.03 0.212
C 0.94114 -0.09408 2.50950 0.01 0.38 0.42 0.068
```
Positions in Å, forces in eV/Å.

Calculated values
Net charge: -2
F_max, hartree/bohr: 0.0240
Lowest unoccupied orbital energy, eV: 4.68
Orbital gap, eV: 6.289

=====

4.
This record from OMol25 describes a structure of composition C16H21NO5S in a non-equilibrium geometry. The level of theory is ωB97M-V/def2-TZVPD.

XYZ file:
```
44
Properties=species:S:1:pos:R:3:forces:R:3:nbo_charge:R:1
C -1.50178 1.43617 -0.49106 -8.05 5.33 -6.70 -0.089
H 1.59512 -1.79582 -1.25673 0.25 -0.34 -0.20 0.289
H -1.94766 1.22552 -1.51415 0.58 -0.31 0.95 0.269
H 4.87565 0.49924 -1.24072 0.89 1.29 -0.09 0.200
C -1.63377 -3.52202 0.58704 10.06 -6.43 13.09 -0.167
C 0.20654 -0.41770 -0.87888 -10.34 5.01 -6.68 0.735
O -2.39644 0.62672 1.57781 1.63 -5.74 0.69 -0.504
O 2.65750 1.09581 -1.47917 -1.73 2.24 -2.21 -0.628
C 4.68852 0.38855 -0.17301 6.54 4.15 0.02 -0.087
H -0.46802 -3.60929 2.44139 0.80 -0.02 1.24 0.219
O -3.49491 -0.68431 -0.55352 -0.93 -3.57 -4.85 -0.560
C -3.80636 -1.38039 -2.22499 -4.86 9.08 4.90 -0.218
C 1.44327 -0.91803 -0.66103 4.10 -0.13 4.93 -0.635
H -4.45593 -0.41439 -2.52586 2.62 -1.62 -0.20 0.212
C 0.48807 1.66767 0.94165 9.80 -4.26 -15.84 -0.161
O -0.48618 -0.81432 -1.88026 2.05 0.44 3.53 -0.604
H 0.74029 3.87252 0.77812 0.57 -2.88 -2.33 0.211
H -1.54041 -4.53162 0.53091 0.43 -2.73 -0.99 0.205
C -2.34059 -2.80553 -0.00790 -10.49 5.19 -12.50 -0.313
N -0.39535 0.95242 -0.34677 13.63 -9.65 4.97 -0.478
H -0.91116 -1.07988 2.75842 -0.27 -1.01 0.38 0.193
H 1.35485 -1.17098 0.48574 0.86 -0.13 -1.83 0.266
H 4.72964 1.56244 1.90549 -0.60 0.32 -3.13 0.235
H 4.01868 2.54616 0.21591 1.13 -1.92 1.70 0.252
H 5.55664 -0.22123 0.16545 -1.27 -0.36 0.20 0.197
S -0.97201 3.33032 -0.86369 0.61 -0.99 1.25 0.003
C 4.74368 1.73276 0.70231 1.65 2.04 -0.35 -0.692
C -1.08104 -2.93955 1.91706 -0.71 -7.34 -6.16 -0.250
C 0.67168 2.78109 0.03408 0.47 8.47 -1.11 -0.550
O 3.53746 -0.18545 -0.20349 7.07 -9.50 10.87 -0.445
H -2.93891 -1.60635 -2.56162 5.41 -1.59 -2.53 0.201
C -2.55159 1.47555 0.46830 2.22 3.04 6.82 -0.098
H 5.82903 2.31528 0.55941 -2.63 -1.92 0.15 0.233
C -2.70380 -1.53910 0.13903 -0.01 9.31 4.02 0.289
H 1.37728 2.86681 -0.98902 -1.32 -1.00 3.85 0.317
H -0.02726 1.73312 1.64086 -8.07 1.10 11.60 0.152
C -1.41884 -1.73730 1.99398 0.88 11.58 4.75 -0.273
C 2.61340 0.13558 -0.77674 -11.06 2.27 -7.36 0.827
H -4.62474 -1.87998 -2.00752 -2.87 -4.10 0.93 0.194
H -3.50667 1.45959 0.27869 -4.88 -0.29 -2.68 0.208
H -2.53123 2.36874 1.19843 0.40 -0.02 -1.95 0.195
H 1.60521 1.12888 1.00196 -3.44 1.09 0.53 0.199
C -2.14586 -0.75481 1.24904 -1.55 -4.01 -2.41 0.250
H -2.85199 -3.19289 -0.93495 0.42 -0.07 0.68 0.201
```
Positions in Å, forces in eV/Å.

Calculated values
F_max, hartree/bohr: 0.3715
Lowest unoccupied orbital energy, eV: 0.50
Orbital gap, eV: 8.024
ΔE to the lowest compared entry with this formula, charge and spin, kcal/mol: 478.9

=====

5.
This record from OMol25 describes a structure of composition C16H22AuBF4N5OSSe in a non-equilibrium geometry. The level of theory is ωB97M-V/def2-TZVPD.

XYZ file:
```
52
Properties=species:S:1:pos:R:3:forces:R:3:nbo_charge:R:1
F 2.71660 -1.72400 -1.57680 0.51 -0.79 -1.09 -0.565
C -0.76210 5.47790 -0.97150 -0.21 -0.04 0.19 -0.410
Au -0.74460 0.33590 0.17630 -0.18 -0.16 0.08 0.828
H 3.73410 -6.51800 0.76780 0.11 0.00 -0.04 0.257
C 1.60830 -6.15680 0.88300 0.60 0.02 -0.13 -0.097
H -1.87390 3.63250 -0.93400 -0.02 -0.06 -0.04 0.206
H 0.09570 5.90790 -1.49450 0.01 0.09 -0.06 0.196
N -3.75940 -2.05680 1.25470 -0.34 0.00 0.09 -0.260
C -3.68510 0.39360 -0.87760 -0.46 0.14 0.05 -0.077
N 2.05100 -4.35050 -1.12120 -0.30 -0.07 0.21 -0.430
C -2.62380 -2.12670 1.08570 -0.49 -0.39 -0.14 -0.070
C -1.07880 4.07780 -1.53790 0.08 0.16 -0.28 -0.388
H -5.88960 0.60310 -0.97810 -0.22 -0.04 -0.08 0.233
C 0.79010 -4.50670 -0.66310 0.40 -0.81 0.90 0.042
C -4.94780 0.71590 -0.48400 0.01 -0.19 -0.56 -0.067
C -0.56480 5.55450 0.55870 0.07 0.15 -0.01 -0.427
C 0.55970 -5.44030 0.35780 0.02 0.38 -0.48 -0.211
H -0.24950 2.09010 -1.89950 0.08 -0.01 0.02 0.229
C 3.08340 -5.04860 -0.63250 0.24 -0.16 0.00 0.095
H 4.05580 -4.85660 -1.05850 -0.02 0.15 -0.09 0.251
H 0.78000 4.66190 2.03140 0.09 0.16 -0.04 0.223
B 2.32960 -0.97550 -0.49410 -1.03 0.57 0.19 1.349
H 2.23360 -3.58980 -1.77980 0.01 0.22 0.11 0.489
H -1.46370 4.19830 -2.55100 -0.05 -0.03 -0.01 0.225
F 3.30600 -0.22330 0.03150 0.76 0.39 0.33 -0.524
H -6.65290 0.94240 1.72430 0.04 0.04 0.03 0.226
H 1.51950 5.98050 1.09320 -0.01 -0.09 0.04 0.213
N -4.84550 1.27090 0.75440 0.06 -0.10 -0.14 -0.309
H -1.62030 6.11500 -1.20710 0.12 -0.05 -0.06 0.227
C 0.83780 5.13180 1.04900 -0.42 0.04 0.15 -0.222
H 1.75940 4.61680 -0.72760 -0.18 -0.12 0.11 0.386
S -0.48620 -3.57740 -1.32160 -0.99 1.87 1.36 0.182
H -0.76250 6.57350 0.88910 -0.06 0.03 0.07 0.224
C -5.95230 1.75490 1.53210 -0.56 0.20 0.31 -0.405
C 0.10620 3.07590 -1.59970 -0.32 -0.06 0.08 -0.498
H 0.86970 3.41050 -2.30140 0.02 0.03 0.01 0.225
N -2.82570 0.74940 0.11430 -0.34 0.44 0.22 -0.607
N 1.36950 4.17220 0.09400 0.78 0.09 -0.05 -0.605
C 2.89770 -5.96610 0.37270 -0.49 -0.03 0.18 -0.217
H 1.43960 -6.86200 1.68210 -0.01 -0.08 0.05 0.249
H -0.44990 -5.56940 0.71420 -0.06 0.01 0.00 0.258
F 1.23710 -0.12980 -0.91800 0.30 0.23 -0.53 -0.594
O 0.10060 2.40470 0.70810 0.37 0.64 0.11 -0.698
C 0.57780 3.11380 -0.18240 0.13 -0.55 -0.14 0.733
C -3.55510 1.26970 1.08660 0.57 -0.10 -0.16 0.200
H -1.31870 4.91580 1.02080 -0.05 -0.02 0.09 0.204
H -6.46890 2.54950 0.99070 0.06 -0.05 0.08 0.221
F 1.75490 -1.84360 0.45180 -0.01 -0.73 0.67 -0.583
H -3.34160 -0.06210 -1.78210 -0.01 -0.09 -0.23 0.226
H -3.15790 1.63960 2.00950 -0.02 0.13 0.25 0.221
Se -0.82150 -2.12760 0.92340 1.37 -1.37 -1.57 0.421
H -5.59610 2.14550 2.48190 0.04 -0.01 -0.03 0.225
```
Positions in Å, forces in eV/Å.

Calculated values
Net charge: +1
F_max, hartree/bohr: 0.0489
Lowest unoccupied orbital energy, eV: -5.80
Orbital gap, eV: 4.727
ΔE to the lowest compared entry with this formula, charge and spin, kcal/mol: 0.0

=====

> What is the F_max in the third record?

0.0240 hartree/bohr